# C10H17CuN

A molecular structure, C10H17CuN (ωB97M-V/def2-TZVPD, the Open Molecules 2025 dataset).

- DFT total energy: -2086.32006 a.u.
- Relative energy (zero: lowest compared OMol25 entry of this formula, charge and spin): 0.0 kcal per mole
- Multiplicity: 2
- Frontier orbital gap (spin up / spin down): 8.2 / 7.4 eV
- Total charge: 0

Element x y z (Å)
H  1.705007  -1.116514  0.522132
N  -0.399820  -1.393353  0.431304
H  -0.250323  -1.291725  2.585000
C  0.806682  2.625500  2.665048
C  0.976213  -1.913475  0.403740
H  -1.310751  -3.228250  0.956825
H  0.874308  2.856827  -0.720142
H  -0.519969  0.168401  -3.374497
H  -1.108235  0.665306  -2.460861
C  -0.689550  -0.729306  1.745421
H  -1.127094  -2.900959  -0.814925
H  0.055960  0.959208  3.808118
H  1.523987  4.117020  1.315434
C  0.702319  2.411792  0.249576
H  1.147039  -2.672681  1.188680
H  -2.371570  -2.043819  0.120300
Cu  -0.426989  0.037429  -1.135353
C  -0.113542  0.631867  1.633196
C  1.057056  3.136482  1.410382
H  0.995682  0.070884  -4.453856
C  0.218198  1.369388  2.807807
H  1.084774  3.198750  3.584942
C  -0.094838  -0.055400  -4.436349
H  -0.311848  -1.089186  -4.719592
H  -0.551766  0.620317  -5.193347
C  -1.362966  -2.462222  0.161734
C  0.137429  1.151423  0.375255
H  -1.779457  -0.717104  1.913600
H  1.134066  -2.406600  -0.569575

Cartesian forces (eV/Å) of the 3 atoms listed first:
H -0.092 0.123 0.022
N -0.170 -0.424 0.439
H -0.028 -0.031 -0.242

# C4H6O2

A single C4H6O2 molecule (ωB97M-V/def2-TZVPD, the Open Molecules 2025 dataset).

- DFT total energy: -306.34838 a.u.
- Relative energy (zero: lowest compared OMol25 entry of this formula, charge and spin): 99.1 kcal per mole
- Multiplicity: 1
- Frontier orbital gap: 11.3 eV
- Total charge: 0

Element x y z (Å)
H  -0.661961  -0.663258  -1.853976
H  0.885779  -0.273435  -2.777577
H  -1.868542  0.292303  1.924691
C  0.105643  0.252611  0.818243
H  2.032073  0.178710  -0.537243
C  0.305773  -0.169419  -1.853461
H  -1.444948  -1.373155  1.293022
C  -1.075315  -0.378988  1.571779
C  0.929082  0.110237  -0.542445
O  0.347258  1.147557  -1.341019
O  0.106910  -0.415079  2.270284
H  0.338248  1.291918  1.027701

Cartesian forces (eV/Å) of the 3 atoms listed first:
H -0.061 0.171 -0.053
H 0.028 -0.332 0.503
H 0.281 -0.120 0.007

# C40H49F3N2PtS

A molecular structure, C40H49F3N2PtS (ωB97M-V/def2-TZVPD, the Open Molecules 2025 dataset).

- DFT total energy: -2479.73222 a.u.
- Relative energy (zero: lowest compared OMol25 entry of this formula, charge and spin): 9.2 kcal per mole
- Multiplicity: 1
- Frontier orbital gap: 6.2 eV
- Total charge: +2

Element x y z (Å)
H  2.702971  5.370687  -0.402500
H  6.012741  0.801733  -4.517344
C  1.290186  -2.467609  -0.492444
H  -2.566700  -0.321792  1.997534
H  2.647592  4.012318  -2.368861
H  3.394735  1.392387  0.186224
N  0.113578  -2.017178  -0.035735
H  3.373901  4.137324  0.662775
H  2.055756  -1.732373  -0.675204
H  -4.396458  -0.101898  -2.608147
C  0.775353  -0.176617  -5.437549
H  1.476279  -1.250854  3.840736
H  0.862257  4.075391  2.832947
Pt  -0.095317  0.209758  0.139638
H  0.323532  -0.211116  -6.419092
C  1.428774  2.368484  0.414183
F  2.006283  -6.495218  -0.930726
H  2.835382  0.784316  4.164892
H  2.754064  -0.337640  -6.170363
C  0.267207  2.029625  1.267139
C  -2.951134  -0.252700  0.995285
H  3.582074  -1.560388  0.580994
C  4.283514  -0.357679  -3.918225
H  4.499648  0.501662  -1.911965
H  4.193886  1.141291  3.074747
F  0.241704  -6.925017  0.236787
H  2.769818  -2.359937  3.428725
H  4.274773  -2.527695  -4.146212
H  1.875747  4.977567  1.107684
H  -0.221820  4.636448  -0.344703
H  -0.253101  3.381599  -1.594734
C  3.995823  -1.046700  1.450622
H  -1.891032  1.468563  2.978845
H  5.836868  -0.515717  -2.423260
C  -0.002119  -0.079717  -4.286055
C  0.591944  -0.016659  -3.023900
C  -1.582116  0.030918  -2.443991
H  -2.154326  3.110477  3.501366
H  4.207707  -0.318791  4.071990
H  -2.477544  4.192019  1.283716
C  -4.832259  -0.296442  -0.523786
C  -0.693599  -4.259559  -0.022907
C  1.972601  -0.102637  -2.890400
H  2.096872  2.345206  -2.346552
H  5.813861  -1.757306  -4.539167
F  0.069260  -6.544668  -1.878868
C  2.088273  -1.615972  3.017426
C  4.753488  -0.410413  -2.456638
C  -0.070458  4.288028  2.307912
H  -0.716077  4.823442  3.003176
C  2.765721  -0.237399  -4.013728
C  0.524959  -4.717101  -0.497035
C  -2.110588  -0.022045  -0.085670
C  -0.859833  -2.903174  0.187455
C  2.431225  1.402963  0.669306
C  -4.317019  -0.386816  0.760023
C  -1.926100  3.337162  0.893664
C  0.720003  -6.195984  -0.768981
C  4.927555  0.856597  -4.602719
C  2.142905  -0.251647  -5.283921
C  4.731307  -1.653133  -4.611445
H  -2.625862  2.506221  0.811798
C  2.539214  3.129456  -1.739873
H  4.664009  -0.261662  1.096335
H  0.227536  0.480563  2.931278
N  -0.343252  0.063848  -2.008259
H  2.420651  -0.032523  -1.910217
C  2.445831  4.560670  0.280456
H  0.642372  4.876673  -1.848866
C  0.368779  4.131624  -1.102633
C  2.900836  -0.494034  2.371059
S  -1.730030  -0.062717  -4.145373
H  -5.897109  -0.389243  -0.683165
H  4.601160  -1.766577  1.999943
H  3.541400  2.832234  -1.443465
C  1.539519  -3.804109  -0.735423
C  2.040131  0.510583  1.671484
H  -1.507589  -4.937835  0.187411
H  4.474061  -1.662503  -5.668931
H  -1.798591  -2.511436  0.557607
H  4.683013  0.898684  -5.663233
H  -4.983178  -0.552595  1.596678
H  2.507189  -4.116751  -1.100318
C  3.571990  0.349235  3.489867
H  4.327769  -1.267456  -1.923130
H  4.598885  1.790310  -4.144394
C  0.675629  0.827803  2.016969
H  -1.586827  3.588380  -0.109428
H  1.439165  -2.118806  2.301124
C  -3.990786  -0.121544  -1.605471
C  -2.616164  -0.000067  -1.404063
H  -0.659753  2.298977  3.933876
C  -0.781365  3.001296  1.857427
H  0.138285  4.965400  1.483905
C  -1.396263  2.416208  3.139905
C  1.646720  3.511120  -0.546944

Cartesian forces (eV/Å) of the 3 atoms listed first:
H 0.021 0.020 0.002
H 0.030 -0.015 -0.003
C -0.008 -0.109 -0.075

# CHN3O2

2 unconnected molecules or ions with the total composition CHN3O2 (ωB97M-V/def2-TZVPD, the Open Molecules 2025 dataset).

- DFT total energy: -353.38331 a.u.
- Relative energy (zero: lowest compared OMol25 entry of this formula, charge and spin): 31.3 kcal per mole
- Multiplicity: 1
- Frontier orbital gap: 11.4 eV
- Total charge: 0

Element x y z (Å)
N  -0.897623  0.367393  -0.711068
H  -1.400144  1.299922  -0.920272
C  -1.404509  -0.618013  -0.235691
N  1.751271  0.184747  0.591492
N  1.056983  1.082195  0.673937
O  2.478421  -0.652696  0.411646
O  -1.584398  -1.663548  0.189956

Cartesian forces (eV/Å) of the 3 atoms listed first:
N -1.942 3.095 -1.356
H 1.218 -2.447 0.630
C 1.039 1.063 -0.790

# C16H25N5O2Rh

A molecular structure, C16H25N5O2Rh (ωB97M-V/def2-TZVPD, the Open Molecules 2025 dataset).

- DFT total energy: -1158.50477 a.u.
- Relative energy (zero: lowest compared OMol25 entry of this formula, charge and spin): 0.0 kcal per mole
- Multiplicity: 1
- Frontier orbital gap: 4.9 eV
- Total charge: +3

Element x y z (Å)
N  0.077388  -0.321854  -1.167577
C  1.409938  -3.949892  1.017176
H  -0.012831  5.283452  2.647705
C  -0.988865  0.980313  -3.427892
Rh  0.678003  -1.073497  0.577772
C  0.639399  3.666370  1.419254
O  0.027995  5.839225  0.661785
C  1.141270  2.786840  2.429345
H  0.023139  2.465878  -5.283256
O  -0.928046  2.637771  -5.225099
C  -1.719579  -2.954713  1.282760
C  1.161476  1.429402  2.185453
H  -0.973729  -4.717472  0.308906
H  -0.025368  6.792551  0.844560
H  -0.764943  2.775900  -2.308252
H  -2.765966  -3.275050  1.197418
H  1.110414  -4.998829  1.090887
C  -1.644164  1.638930  -4.612901
N  -1.604861  -1.497068  1.172981
H  -1.962875  -1.047567  2.017043
N  0.503654  -3.186830  0.125036
C  -0.232265  -1.002988  -2.273098
H  -2.607362  2.096491  -4.319975
N  1.698208  -1.884512  2.286408
C  0.558838  5.125807  1.705668
C  -0.075414  1.072263  -1.175160
H  2.226263  -3.821062  3.005394
H  2.694809  -1.750926  2.062759
H  -2.167118  -1.158870  0.390734
C  -0.752741  -0.425906  -3.406135
C  -0.612533  1.708987  -2.326556
C  0.250759  3.121372  0.220619
H  -0.070541  -2.072565  -2.265200
H  0.831357  -3.408509  -0.818216
H  -1.939451  0.876337  -5.366134
C  1.448078  -3.337487  2.409304
H  -0.105177  3.773107  -0.561820
H  2.412238  -3.922673  0.580523
C  0.297813  1.720813  0.013929
H  -0.964446  -1.034795  -4.267405
N  0.743767  0.872822  1.046459
H  1.482305  3.170914  3.377885
C  -0.915184  -3.631405  0.170234
H  -1.377455  -3.390022  -0.792019
H  1.573952  5.489950  1.977833
H  1.560454  -1.468910  3.210689
H  -1.361818  -3.270515  2.263678
H  0.502406  -3.493257  2.928152
H  1.518806  0.771676  2.968350

Cartesian forces (eV/Å) of the 3 atoms listed first:
N -0.538 2.215 -0.072
C 0.419 -0.078 0.693
H 0.055 -0.359 -0.328

# C5H14NO2

2 unconnected molecules or ions with the total composition C5H14NO2 (ωB97M-V/def2-TZVPD, the Open Molecules 2025 dataset).

- DFT total energy: -404.02796 a.u.
- Relative energy (zero: lowest compared OMol25 entry of this formula, charge and spin): 17.6 kcal per mole
- Multiplicity: 2
- Frontier orbital gap (spin up / spin down): 11.1 / 7.3 eV
- Total charge: 0

Element x y z (Å)
H  1.337452  2.375810  -1.342327
H  -0.707129  0.722904  -1.637188
H  3.163885  -0.147181  -0.953094
O  1.670638  0.445858  -1.445590
C  -0.457759  -1.813847  1.412107
H  -0.689153  -2.874904  1.259694
H  -1.537808  -1.435647  -0.421351
C  -0.905534  0.429696  0.286573
H  -1.015154  -1.365107  2.238029
H  4.513404  0.274776  -1.415254
C  -2.415336  0.726936  0.405487
H  0.599570  -1.804544  1.712730
H  -0.516016  0.798430  1.251417
H  -2.932564  1.028771  -0.505772
C  1.107135  1.448044  -0.775481
N  -0.411994  1.275244  -0.833727
H  0.116090  -1.271201  -0.653875
H  1.237359  1.482298  0.317419
H  -2.891908  -0.232750  0.654621
H  -2.729454  1.399400  1.206257
O  4.097812  -0.410351  -0.866891
C  -0.633526  -1.052627  0.106221

Cartesian forces (eV/Å) of the 3 atoms listed first:
H -0.153 -0.008 0.835
H 0.331 0.518 -0.596
H 0.022 -0.528 0.184

Q: Look up the total charge of the sixth one.
A: 0